The following is a quantum chemistry calculation of a 24-piece molecular cluster, C28H13Cl92FN2O2P overall at a distorted geometry, from the OMol25 dataset.

Each line ends with the Mulliken charge.
Positions of all 139 atoms, in Å:
C  10.693  -0.335  7.694  -1.05
C  9.412  -0.450  6.758  -0.36
C  8.089  0.054  7.453  -0.26
P  7.244  1.346  6.288  0.09
O  6.292  2.284  7.361  -0.49
O  6.232  0.504  5.222  -0.15
N  7.151  -0.980  7.955  -0.21
C  7.699  -2.348  7.895  -0.79
C  8.120  -2.587  6.367  -0.24
N  9.382  -1.824  6.176  0.39
F  9.701  -1.845  4.834  -0.17
H  11.547  -0.715  7.067  0.52
H  10.576  -0.887  8.652  0.15
H  10.855  0.757  7.862  0.11
H  9.626  0.256  5.907  0.50
H  8.407  0.650  8.341  0.47
H  6.674  2.156  8.243  0.40
H  5.352  0.454  5.651  0.13
H  6.376  -0.990  7.283  0.27
H  6.935  -3.105  8.196  0.42
H  8.612  -2.384  8.538  0.35
H  8.353  -3.679  6.275  0.36
H  7.306  -2.307  5.655  0.00
H  10.123  -2.366  6.649  0.53
C  10.087  3.902  9.080  0.14
Cl  11.782  3.572  8.672  -0.07
Cl  9.777  5.640  8.979  -0.04
Cl  9.009  3.038  7.949  0.03
Cl  9.760  3.341  10.730  -0.11
C  11.580  5.810  5.084  0.23
Cl  10.406  4.586  5.616  0.00
Cl  11.693  7.095  6.300  -0.10
Cl  13.170  5.051  4.882  -0.10
Cl  11.051  6.500  3.541  -0.04
C  2.711  -0.537  3.964  0.18
Cl  3.781  -1.923  3.675  0.00
Cl  2.754  -0.107  5.689  -0.15
Cl  3.259  0.844  2.999  -0.09
Cl  1.058  -0.965  3.503  0.03
C  -1.463  1.544  1.827  0.23
Cl  -0.530  1.973  3.274  -0.06
Cl  -2.948  2.512  1.769  -0.09
Cl  -0.490  1.867  0.381  -0.05
Cl  -1.885  -0.179  1.881  0.00
C  -2.435  0.292  -2.696  0.10
Cl  -2.341  -1.022  -1.508  0.01
Cl  -0.823  0.996  -2.928  -0.10
Cl  -3.028  -0.340  -4.241  -0.05
Cl  -3.548  1.539  -2.110  0.04
C  -5.814  -1.977  -7.063  0.20
Cl  -4.183  -2.435  -7.590  -0.10
Cl  -5.960  -0.209  -7.058  0.04
Cl  -7.004  -2.664  -8.182  -0.02
Cl  -6.104  -2.600  -5.423  -0.09
C  -5.586  4.984  -3.681  0.25
Cl  -4.616  5.916  -4.836  -0.10
Cl  -5.836  3.339  -4.307  -0.01
Cl  -4.723  4.871  -2.135  -0.08
Cl  -7.131  5.791  -3.427  -0.05
C  -8.882  4.675  -7.194  0.04
Cl  -9.975  5.024  -5.837  -0.02
Cl  -7.750  3.370  -6.770  0.01
Cl  -9.865  4.156  -8.573  0.14
Cl  -7.966  6.128  -7.631  -0.11
C  6.920  -4.184  2.892  0.36
Cl  8.151  -5.101  3.794  -0.12
Cl  7.208  -4.367  1.157  -0.06
Cl  5.305  -4.796  3.297  -0.02
Cl  7.022  -2.463  3.329  -0.04
C  -11.158  2.039  -11.845  0.24
Cl  -10.934  0.925  -10.484  -0.02
Cl  -9.692  3.015  -12.059  -0.10
Cl  -11.458  1.099  -13.333  -0.12
Cl  -12.521  3.116  -11.493  0.01
C  -16.129  1.386  -13.151  0.23
Cl  -14.380  1.268  -13.418  0.00
Cl  -16.652  3.055  -13.438  -0.04
Cl  -16.979  0.297  -14.264  -0.10
Cl  -16.501  0.930  -11.477  -0.11
C  -7.940  -1.193  -11.924  0.25
Cl  -6.613  -2.370  -11.906  -0.10
Cl  -8.158  -0.526  -10.295  0.01
Cl  -7.552  0.116  -13.054  -0.08
Cl  -9.434  -1.996  -12.438  -0.07
C  -1.246  -4.519  2.275  0.24
Cl  -1.317  -6.045  1.377  -0.10
Cl  -2.055  -3.246  1.342  -0.02
Cl  -2.059  -4.713  3.838  -0.09
Cl  0.449  -4.068  2.542  -0.04
C  5.217  -8.726  3.400  0.17
Cl  6.595  -7.608  3.342  0.02
Cl  5.594  -10.176  2.457  -0.03
Cl  4.900  -9.181  5.085  -0.09
Cl  3.782  -7.933  2.722  -0.09
C  -12.296  7.101  -9.935  0.23
Cl  -11.081  8.122  -9.141  -0.08
Cl  -11.492  5.760  -10.769  0.00
Cl  -13.407  6.450  -8.715  -0.10
Cl  -13.207  8.069  -11.109  -0.10
C  -10.957  4.094  -1.377  0.25
Cl  -11.643  2.466  -1.229  -0.09
Cl  -12.070  5.273  -0.660  -0.10
Cl  -9.400  4.158  -0.529  -0.08
Cl  -10.710  4.477  -3.091  -0.03
C  12.675  -1.857  10.889  0.39
Cl  13.553  -0.675  9.900  -0.09
Cl  11.270  -1.074  11.636  -0.09
Cl  12.126  -3.198  9.860  -0.11
Cl  13.744  -2.484  12.152  -0.08
C  9.758  10.212  2.871  0.34
Cl  9.621  8.915  1.666  -0.11
Cl  11.192  11.192  2.520  -0.09
Cl  8.312  11.234  2.803  -0.10
Cl  9.908  9.506  4.491  -0.04
C  9.316  -11.942  3.962  0.28
Cl  9.026  -13.667  3.690  -0.03
Cl  10.623  -11.738  5.144  -0.10
Cl  9.777  -11.171  2.433  -0.11
Cl  7.835  -11.187  4.579  -0.03
C  -19.315  5.450  -11.658  0.30
Cl  -19.920  3.794  -11.466  -0.07
Cl  -20.495  6.592  -10.990  -0.11
Cl  -17.774  5.620  -10.797  -0.05
Cl  -19.070  5.793  -13.380  -0.09
C  -10.846  -2.762  -5.864  0.26
Cl  -10.929  -4.282  -6.773  -0.11
Cl  -11.644  -1.476  -6.790  -0.06
Cl  -11.663  -2.960  -4.303  -0.10
Cl  -9.148  -2.329  -5.594  0.02
C  6.227  -16.317  2.185  0.29
Cl  7.864  -16.749  1.657  -0.09
Cl  6.054  -14.553  2.182  -0.02
Cl  5.040  -17.031  1.079  -0.10
Cl  5.953  -16.933  3.825  -0.09
C  -0.586  6.203  4.288  0.28
Cl  0.253  7.384  3.265  -0.10
Cl  -1.904  7.006  5.159  -0.09
Cl  -1.247  4.906  3.277  0.00
Cl  0.560  5.513  5.455  -0.11

As for the charge: +1. The maximum force comes out at 2.69 eV Å⁻¹.

The following is a quantum chemistry calculation of an isolated ion of composition C8H10NOS and charge +1 at a distorted geometry, from the OMol25 dataset.

Each line ends with the natural charge from an NBO analysis.
Positions of all 21 atoms, in Å:
C  -1.872  0.928  1.768  -0.62
C  -1.740  -0.449  1.337  -0.06
C  -1.694  1.939  0.933  0.76
C  1.987  1.305  -0.174  -0.23
C  1.904  1.090  -1.743  -0.50
C  -1.043  -0.843  0.232  -0.16
C  -0.023  0.052  -0.286  0.20
C  -1.071  -2.274  -0.246  -0.64
N  0.932  0.545  0.475  -0.50
O  -1.567  2.791  0.165  -0.39
S  0.281  0.194  -1.967  0.44
H  -2.290  1.092  2.852  0.32
H  -2.372  -1.181  1.748  0.24
H  2.909  0.910  0.172  0.23
H  2.001  2.307  0.123  0.22
H  2.059  2.057  -2.104  0.26
H  2.608  0.300  -1.966  0.25
H  -2.000  -2.714  -0.114  0.24
H  -0.509  -2.992  0.396  0.25
H  -0.944  -2.229  -1.382  0.24
H  0.692  0.745  1.444  0.44

Its energy above the lowest of the compared OMol25 structures with the same formula, charge and spin is 0.6039 eV. As for the charge: +1. The maximum force comes out at 4.07 eV Å⁻¹.

The following is a quantum chemistry calculation of a 5-piece molecular cluster, C11H19Cl12N2O3PS overall at a distorted geometry, from the OMol25 dataset.

Each line ends with the natural charge from an NBO analysis.
Positions of all 49 atoms, in Å:
C  -1.437  0.506  1.063  -0.64
C  -0.409  1.301  2.098  -0.24
N  0.709  2.043  1.401  -0.69
C  1.585  1.119  0.564  0.89
O  1.713  -0.160  0.953  -0.56
O  2.303  1.690  -0.618  -0.55
C  1.950  0.922  -1.847  -0.01
P  3.290  -0.416  -2.273  0.75
S  2.977  -2.131  -1.408  -0.55
N  1.846  1.917  -2.977  -0.50
C  3.191  2.386  -3.485  -0.47
C  0.909  1.486  -4.077  0.68
C  0.219  0.019  -4.289  -0.75
O  0.566  2.447  -4.981  -0.57
H  -1.479  -0.621  1.429  0.24
H  -1.104  0.581  -0.059  0.21
H  -2.512  0.959  1.171  0.22
H  -1.088  2.131  2.624  0.22
H  -0.046  0.557  2.945  0.20
H  1.360  2.421  2.153  0.40
H  0.904  0.412  -1.608  0.25
H  4.583  0.193  -1.930  0.00
H  3.296  -0.631  -3.698  0.00
H  3.563  1.863  -4.467  0.21
H  3.057  3.541  -3.753  0.25
H  4.060  2.346  -2.696  0.23
H  -0.959  0.181  -4.398  0.27
H  0.361  -0.742  -3.414  0.23
H  0.546  -0.534  -5.285  0.27
C  2.192  -0.292  5.484  -0.28
Cl  2.271  1.478  5.476  0.01
Cl  3.193  -0.954  6.788  0.02
Cl  0.515  -0.839  5.649  0.02
H  2.582  -0.658  4.531  0.24
C  -2.980  -3.909  1.686  -0.28
Cl  -2.918  -2.945  0.201  0.02
Cl  -2.795  -2.871  3.110  0.01
Cl  -4.496  -4.821  1.773  0.02
H  -2.150  -4.621  1.669  0.23
C  -4.484  -6.219  -2.449  -0.28
Cl  -3.058  -5.177  -2.593  0.02
Cl  -4.167  -7.557  -1.332  0.02
Cl  -5.889  -5.281  -1.914  0.02
H  -4.705  -6.638  -3.434  0.23
C  -1.367  5.194  3.186  -0.28
Cl  -2.369  5.826  4.503  0.02
Cl  -0.046  4.203  3.830  0.01
Cl  -2.352  4.255  2.051  0.03
H  -0.932  6.039  2.647  0.23

As for the structure (SMILES): CCNC(=O)O[C@H]([PH2]=S)N(C)C(C)=O.ClC(Cl)Cl.ClC(Cl)Cl.ClC(Cl)Cl.ClC(Cl)Cl. The maximum force comes out at 8.63 eV Å⁻¹.

no.,E_tot (eV)
1,-1200374.240
2,-22822.242
3,-191224.855